# C47H106BrCl2IN2O17S2

18 unconnected molecules or ions with the total composition C47H106BrCl2IN2O17S2 at a distorted geometry (ωB97M-V/def2-TZVPD, OMol25).

The LUMO energy is -0.12 eV. For the molar mass, the calculation gives 1313.21 g mol⁻¹. The highest occupied orbital energy comes out at -7.92 eV.

The geometry in XYZ format:
```
178
Properties=species:S:1:pos:R:3:forces:R:3
C -4.6434 4.5223 0.7519 -0.3519 -0.4957 0.5955
C -4.8862 3.5974 1.9652 0.8849 0.1305 -0.4977
C -3.8210 3.8273 3.0699 -1.0798 -0.1759 0.6042
C -3.0521 2.5539 3.4725 0.0694 0.6197 -0.1730
C -1.7208 2.3487 2.6852 -1.1973 -0.1341 0.4970
C -1.6988 0.9222 2.1227 0.5994 0.6011 -0.0770
C -0.3344 0.4971 1.5155 -1.2812 -0.1845 0.3908
C 0.5175 -0.1763 2.6097 0.7159 0.3192 -0.2891
C 1.6690 -1.0574 2.1426 0.0464 0.2127 -0.2046
C 1.6453 -2.4421 2.2422 -0.4960 -0.1873 0.1740
C 0.3983 -3.0659 2.8688 0.0098 -0.4809 -0.4344
C -0.8679 -3.0658 1.9556 -0.0271 0.3175 0.8301
C -2.0741 -2.3506 2.6009 -0.0395 -0.4579 -0.3863
Cl -1.4600 -4.7676 1.6092 -0.0043 0.1519 -0.1589
C 2.7617 -3.1744 1.8145 0.3478 -0.0218 -0.1422
C 2.8040 -4.6918 1.9642 -0.8083 0.7282 0.1044
Br 2.9381 -5.0335 3.9235 0.1952 -0.2758 -0.1062
C 1.6247 -5.4516 1.3433 0.3242 -0.9795 0.6671
C 2.0970 -6.7568 0.6673 -0.0349 0.2841 0.2088
C 3.8980 -2.5356 1.2821 0.3548 0.7139 -0.1162
C 5.0277 -3.4968 0.8546 -0.8566 0.3169 0.1076
C 4.5631 -4.2271 -0.4161 0.5123 0.6631 -0.4613
C 4.3871 -3.2726 -1.5943 -0.4314 -0.6070 -0.0173
I 5.9034 -5.8614 -0.9448 -0.2873 0.3646 0.0789
C 3.9515 -1.0949 1.1656 -0.4437 -1.5349 0.4002
C 2.8048 -0.4239 1.6186 0.6835 0.4352 -0.3866
S 2.6910 1.3481 1.6049 0.3490 0.1351 0.1925
C 4.0038 1.8086 0.5456 0.3568 -0.6690 -0.0655
C 3.9772 3.1187 0.0823 -0.5027 0.6653 0.1962
C 4.9631 3.6082 -0.7371 0.1191 -0.4108 0.0928
Cl 4.9342 5.2432 -1.3101 -0.1073 0.0559 0.0107
C 6.0002 2.7816 -1.1072 0.1465 0.1098 -0.0923
C 6.0308 1.4737 -0.6573 -0.2417 -0.1197 0.8988
N 7.1919 0.7110 -1.0702 -1.4103 -0.3134 -0.4490
C 7.0516 0.1664 -2.1517 1.1616 -0.4740 0.1386
S 7.0742 -0.6098 -3.5015 -0.2176 0.0848 -0.0340
C 5.0243 0.9171 0.1931 0.9727 0.4152 -0.5304
N 5.1573 -0.4537 0.6465 -1.7489 0.6503 -0.4189
H -4.9454 4.0476 -0.1773 -0.0283 0.1559 -0.0618
H -3.5817 4.7597 0.6885 -0.0356 0.0466 -0.2253
H -5.2195 5.4363 0.8905 0.1971 0.1491 -0.2432
H -4.8096 2.5496 1.6593 -0.1123 0.0446 -0.1077
H -5.9033 3.7475 2.3307 0.0665 -0.0740 0.1662
H -3.1585 4.6467 2.7831 0.1542 -0.1301 0.0096
H -4.3598 4.1801 3.9563 0.1642 0.0845 0.0266
H -2.8935 2.5969 4.5528 0.2998 -0.1620 -0.0574
H -3.7128 1.6999 3.3007 0.0313 -0.0084 0.0270
H -1.7180 3.1036 1.8950 0.3374 -0.1544 -0.1565
H -0.9003 2.5514 3.3790 0.2343 -0.1207 -0.2363
H -1.9866 0.2626 2.9422 0.1002 -0.0669 -0.0725
H -2.4892 0.8362 1.3717 0.0129 0.0682 0.0023
H 0.1353 1.3908 1.1117 0.1389 -0.1321 -0.0744
H -0.5576 -0.1558 0.6671 0.3562 -0.2251 0.1040
H 0.9779 0.6231 3.2044 -0.1921 -0.0213 0.1381
H -0.1347 -0.6992 3.3008 0.0423 -0.0999 -0.1196
H 0.1803 -2.5206 3.7852 -0.0842 -0.0602 -0.0191
H 0.5570 -4.0897 3.1884 0.2314 0.0685 0.0072
H -0.6221 -2.6534 0.9805 -0.1356 -0.0674 -0.0514
H -1.8388 -1.9824 3.5973 0.0490 0.2348 -0.1151
H -2.4318 -1.5673 1.9374 -0.0220 0.0953 0.1935
H -2.8870 -3.0619 2.7329 -0.0546 0.0857 -0.0337
H 3.7055 -5.1229 1.5650 -0.0662 -0.0302 0.4066
H 0.9967 -4.8350 0.7066 0.3667 0.1493 -0.2163
H 0.9929 -5.7708 2.1695 -0.2637 0.1453 -0.1688
H 3.1022 -6.6614 0.2495 -0.1447 -0.0179 -0.2061
H 1.4071 -7.0591 -0.1190 0.0602 -0.0813 -0.0111
H 2.1637 -7.5398 1.4248 -0.0328 -0.0740 -0.0957
H 5.9878 -3.0054 0.7307 0.0905 0.0217 -0.1201
H 5.1043 -4.2112 1.6733 0.7417 0.1923 -0.0926
H 3.6127 -4.7335 -0.2884 0.0820 -0.0009 0.1851
H 3.8102 -3.7971 -2.3578 0.2224 0.1267 -0.2242
H 3.7565 -2.4345 -1.2768 0.2020 0.0734 -0.0067
H 5.3302 -2.9383 -2.0139 0.1024 0.1643 -0.0179
H 3.1915 3.8085 0.3862 -0.0421 -0.2960 0.0261
H 6.7933 3.1770 -1.7277 0.0752 -0.2198 -0.0024
H 5.4155 -0.9836 -0.1785 0.4769 -0.2391 0.1772
C -2.9963 -3.0135 -2.1065 0.0645 -0.1356 0.2363
O -2.9327 -2.5789 -0.7502 0.0355 0.1389 -0.0405
H -3.1062 -2.1343 -2.7363 -0.0045 0.0323 0.0454
H -2.0798 -3.5403 -2.3858 -0.0427 -0.0134 -0.1159
H -3.8564 -3.6704 -2.2590 0.0150 0.0074 -0.1225
H -2.8356 -3.3625 -0.2016 -0.0044 -0.0904 0.0781
C -2.9984 -8.6605 0.2738 0.2782 0.2054 0.2416
O -2.3960 -7.4098 -0.0670 0.0496 -0.0091 -0.2689
H -3.4594 -9.0702 -0.6212 -0.0030 0.0676 -0.0277
H -2.2408 -9.3588 0.6402 -0.0638 -0.0871 -0.0427
H -3.7643 -8.5133 1.0326 -0.0800 -0.1484 -0.0558
H -1.9922 -7.0540 0.7289 -0.0099 0.0134 0.0248
C 0.7716 6.1349 1.5667 -0.0666 -0.3289 0.1704
O 1.4853 4.9402 1.2289 -0.0441 0.1675 0.0201
H 1.1917 6.9544 0.9873 0.0348 0.0209 0.0422
H -0.2896 6.0329 1.3255 0.0211 0.1147 -0.0255
H 0.8814 6.3578 2.6296 -0.0053 0.1293 -0.0192
H 1.1073 4.2225 1.7469 -0.0111 -0.0592 -0.0628
C -7.6711 5.4718 -0.8104 -0.1360 0.1605 0.2607
O -7.1582 6.6141 -0.1306 -0.0084 -0.0138 -0.2173
H -6.9956 5.2210 -1.6263 0.1060 0.0448 0.0753
H -7.7362 4.6217 -0.1273 -0.0238 -0.1161 -0.1454
H -8.6637 5.6896 -1.2182 -0.0148 -0.1494 -0.0482
H -7.7700 6.8191 0.5844 -0.0111 0.1973 -0.0512
C -8.4783 10.0408 0.2139 -0.0164 -0.1769 -0.1703
O -9.4283 8.9774 0.2033 0.0315 -0.0426 0.1002
H -8.4749 10.4773 1.2100 -0.0641 -0.0415 0.0186
H -7.4794 9.6636 -0.0179 0.0366 0.1022 -0.0051
H -8.7543 10.8081 -0.5128 0.0881 0.0669 0.0378
H -9.4205 8.6017 -0.6822 0.0206 0.0114 -0.0211
C -5.4695 -8.4170 -3.2676 0.1893 0.3016 0.2228
O -4.8682 -7.1606 -3.5573 -0.0340 -0.0654 -0.0940
H -5.9035 -8.8073 -4.1848 0.0324 0.0526 -0.0354
H -4.7146 -9.1184 -2.8987 -0.1175 -0.1403 -0.0185
H -6.2554 -8.2961 -2.5173 -0.0356 -0.1625 -0.0114
H -4.4875 -6.8272 -2.7393 0.0213 0.0332 -0.0071
C -0.5168 -7.5819 -2.9012 -0.1128 0.1956 0.2977
O -0.0932 -6.4230 -2.1904 0.0573 0.0653 0.0106
H 0.1639 -7.7389 -3.7345 0.0309 0.0559 0.0173
H -0.4907 -8.4528 -2.2407 -0.0640 -0.1108 -0.1446
H -1.5305 -7.4356 -3.2830 0.0053 -0.1833 -0.0888
H -0.7128 -6.3089 -1.4603 -0.0370 -0.0543 -0.0043
C -2.8939 6.2399 -2.0021 -0.1712 -0.2217 -0.4138
O -3.8330 5.1641 -2.0732 -0.1878 0.0512 0.0195
H -2.9057 6.6357 -0.9898 -0.0402 -0.0562 0.0226
H -1.8933 5.8847 -2.2322 0.0775 0.1477 0.0888
H -3.1780 7.0316 -2.7033 0.0646 0.1153 0.1025
H -3.8242 4.8130 -2.9670 0.0921 0.0218 -0.0182
C 9.5840 -0.8663 0.6932 0.0388 0.5336 0.5590
O 10.1953 -0.9514 1.9833 -0.0218 -0.1844 -0.2065
H 9.7232 -1.8071 0.1896 0.1169 -0.3922 -0.0986
H 8.5148 -0.6699 0.7879 -0.0244 0.0120 -0.1097
H 10.0527 -0.0727 0.1049 -0.1108 -0.0318 -0.1182
H 10.0643 -0.1079 2.4232 0.0006 -0.0063 0.0292
C 1.2157 5.3359 -2.4620 0.0208 0.0407 0.1792
O 0.2476 5.9250 -1.6101 0.0631 0.0784 -0.1360
H 0.7391 5.1005 -3.4112 -0.0114 -0.0135 0.0126
H 2.0415 6.0287 -2.6406 0.0942 -0.0831 -0.1212
H 1.6021 4.4156 -2.0157 0.0906 -0.0710 -0.0965
H 0.6869 6.1232 -0.7794 -0.1141 -0.0427 0.0517
C 3.0151 2.0788 -3.6465 0.1578 0.1946 0.0618
O 3.3944 3.3965 -4.0469 0.0111 -0.1000 0.0530
H 2.6480 1.5560 -4.5262 0.0032 0.0786 -0.0454
H 3.8776 1.5417 -3.2401 -0.0534 -0.0749 0.0164
H 2.2233 2.1157 -2.8958 -0.0435 -0.0696 0.0277
H 3.7227 3.8613 -3.2691 0.0136 0.0688 -0.0761
C -7.2490 8.0162 -4.3293 0.0181 -0.1139 0.2783
O -7.1903 8.4311 -2.9695 -0.1274 -0.0366 -0.0837
H -7.2866 8.9060 -4.9529 0.0005 0.0263 0.0362
H -6.3614 7.4338 -4.5914 -0.0327 0.0033 -0.1250
H -8.1444 7.4151 -4.5115 0.0239 0.0027 -0.1402
H -7.1570 7.6351 -2.4278 0.1238 0.1271 0.2240
C -6.5663 -10.2201 -0.1606 -0.1438 0.1906 0.2476
O -6.1315 -9.0700 0.5586 0.0180 -0.0650 -0.0456
H -5.8805 -10.3712 -0.9903 0.0070 0.0142 0.0031
H -6.5571 -11.1064 0.4786 -0.0139 -0.0649 -0.0919
H -7.5750 -10.0575 -0.5485 0.0182 -0.1694 -0.1189
H -6.7393 -8.9373 1.2908 0.0056 0.0595 0.0117
C -2.2658 9.3937 0.3495 0.1599 0.0109 -0.2497
O -1.0915 8.7228 -0.1013 -0.0564 0.0128 0.1764
H -2.5297 8.9918 1.3246 0.0395 -0.0389 -0.0027
H -2.0834 10.4674 0.4431 -0.1108 0.0134 0.0674
H -3.0949 9.2244 -0.3425 -0.0855 0.0412 0.0903
H -0.8685 9.0833 -0.9635 0.0653 -0.1196 -0.0504
C 3.6001 2.9511 -7.6482 -0.0934 0.1391 0.2916
O 2.5638 3.3869 -6.7823 0.0400 0.0220 -0.1807
H 3.1422 2.5365 -8.5438 -0.0263 0.0029 0.0091
H 4.2435 3.7884 -7.9339 0.0822 -0.0896 -0.0930
H 4.2051 2.1762 -7.1665 0.0863 -0.0122 -0.1146
H 2.9815 3.7520 -5.9916 -0.1298 -0.1314 0.1399
C 9.0723 -5.9015 1.3116 0.1391 0.0971 0.3290
O 8.2763 -5.0457 2.1169 -0.0188 0.0936 0.1054
H 8.4302 -6.3239 0.5522 -0.0934 -0.0907 -0.0975
H 9.8721 -5.3421 0.8284 0.1454 -0.0113 -0.1331
H 9.5044 -6.7067 1.9112 0.0368 -0.0760 -0.0888
H 8.8543 -4.6634 2.7868 -0.1591 0.0402 -0.0763
C 4.7988 -3.5408 7.5150 -0.0921 -0.2022 -0.1917
O 3.9930 -4.7118 7.5826 0.0226 0.0965 0.1118
H 4.7798 -3.0640 8.4920 -0.0343 -0.0424 0.0209
H 5.8312 -3.7975 7.2636 0.0374 0.1262 0.0174
H 4.4042 -2.8445 6.7700 0.0912 0.0841 0.0298
H 4.0158 -5.1253 6.7160 -0.0192 -0.0677 -0.0264
```
Positions in Å, forces in eV/Å.

Here are the Löwdin charges for atoms 1 to 8, given in e: number 1, C, carries -0.110; number 2, C, carries -0.233; number 3, C, carries -0.217; number 4, C, carries -0.204; number 5, C, carries -0.187; number 6, C, carries -0.219; number 7, C, carries -0.185; number 8, C, carries -0.174